Entry 1:
# C5H8O2

A single C5H8O2 molecule at a distorted geometry (ωB97M-V/def2-TZVPD, the Open Molecules 2025 dataset).

```
15
Properties=species:S:1:pos:R:3
O 2.375 0.488 0.635
C 1.585 -0.515 -0.005
C 0.118 -0.243 0.351
C -0.579 0.921 -0.376
C -1.956 0.331 -0.087
C -1.220 -1.035 -0.020
O -1.520 -2.160 -0.311
H 3.308 0.270 0.488
H 1.909 -1.509 0.328
H 1.727 -0.448 -1.094
H 0.077 -0.082 1.440
H -0.440 1.941 -0.033
H -0.352 0.829 -1.447
H -2.756 0.581 -0.791
H -2.274 0.632 0.920
```

Output
**Energy relative to the best compared isomer or geometry (same formula, charge and spin)**: 1.510 eV
**E_LUMO**: 0.8 eV
**SMILES string**: O=C1CC[C@@H]1CO
**M**: 100.1 g mol⁻¹
**Charge**: 0
**E_tot**: -345.7495 a.u.

---

Entry 2:
# C2H3N4

A molecular structure, C2H3N4 at a distorted geometry (ωB97M-V/def2-TZVPD, the Open Molecules 2025 dataset).

```
9
Properties=species:S:1:pos:R:3
C -0.134 0.076 -0.002
C -0.492 -1.112 0.780
N 1.214 0.180 -1.423
N -0.446 1.290 0.100
N 1.093 1.423 -1.571
N 0.180 2.121 -0.815
H -1.374 -0.913 1.328
H -0.429 -1.894 0.018
H 0.388 -1.171 1.585
```

Output
**Energy relative to the best compared isomer or geometry (same formula, charge and spin)**: 2.678 eV
**E_LUMO**: 4.3 eV
**M**: 83.1 g mol⁻¹
**Charge**: -1
**E_tot**: -296.9537 a.u.

---

Entry 3:
# C13H39MnO16P3

A molecular structure, C13H39MnO16P3 at a distorted geometry (ωB97M-V/def2-TZVPD, the Open Molecules 2025 dataset).

```
72
Properties=species:S:1:pos:R:3
Mn -0.328 -0.037 0.386
C 4.411 3.463 -0.836
O 3.383 2.595 -0.300
P 1.863 2.756 -0.825
O 0.876 1.808 -0.252
O 2.147 2.650 -2.438
C 1.113 2.592 -3.367
O 1.672 4.372 -0.607
C 0.769 4.898 0.319
H 5.098 3.660 -0.013
H 4.063 4.442 -1.167
H 4.934 2.897 -1.607
H 1.117 1.608 -3.836
H 1.352 3.398 -4.062
H 0.121 2.793 -2.962
H 0.002 5.565 -0.075
H 1.389 5.414 1.052
H 0.310 4.122 0.932
C -3.403 -0.388 4.777
O -3.689 0.183 3.497
P -3.521 -0.624 2.090
O -2.189 -0.376 1.483
O -4.753 -0.123 1.272
C -6.082 -0.432 1.697
O -3.897 -2.162 2.394
C -4.020 -3.054 1.325
H -4.172 -0.135 5.507
H -2.449 -0.017 5.150
H -3.356 -1.475 4.700
H -6.063 -0.999 2.627
H -6.701 -0.943 0.959
H -6.686 0.466 1.825
H -3.405 -3.949 1.422
H -3.825 -2.590 0.358
H -5.024 -3.474 1.248
C 2.842 -3.625 -0.638
O 2.399 -2.887 -1.721
P 2.179 -1.292 -1.788
O 1.283 -0.798 -0.699
O 3.696 -0.621 -1.818
C 4.434 -0.300 -0.660
O 1.671 -1.038 -3.259
C 2.451 -1.280 -4.398
H 3.417 -3.079 0.111
H 3.559 -4.303 -1.101
H 2.092 -4.218 -0.115
H 3.867 0.182 0.136
H 5.225 0.368 -1.001
H 4.782 -1.295 -0.381
H 1.973 -0.872 -5.289
H 2.567 -2.339 -4.629
H 3.457 -0.861 -4.367
C -1.698 -0.671 -2.074
C -2.508 0.512 -1.581
O -1.765 1.373 -0.749
O -1.209 -1.436 -1.024
H -0.886 -0.204 -2.631
H -2.387 -1.266 -2.673
H -3.474 0.229 -1.162
H -2.749 1.084 -2.477
H -2.108 2.264 -0.853
H -1.352 -2.381 -1.115
C 0.609 -0.467 3.026
C 1.001 -1.764 2.342
O 0.087 -2.052 1.368
O 0.486 0.620 2.159
H 1.355 -0.190 3.771
H -0.276 -0.521 3.660
H 1.053 -2.488 3.155
H 1.983 -1.666 1.879
H -0.001 -3.008 1.354
H 0.889 1.389 2.568
```

Output
**Multiplicity**: 7
**E_LUMO (alpha / beta)**: -7.6 / -15.2 eV
**M**: 599.3 g mol⁻¹
**Expectation value of S²**: 12.010
**Charge**: +3
**E_tot**: -3896.8570 a.u.

---

Entry 4:
# C4H8O3

3 unconnected molecules or ions with the total composition C4H8O3 (ωB97M-V/def2-TZVPD, the Open Molecules 2025 dataset).

```
15
Properties=species:S:1:pos:R:3
C 1.645 -0.644 -0.346
C 0.627 1.759 0.540
O -0.346 1.842 -0.175
C -1.651 0.158 0.556
O -1.659 0.362 1.720
C -1.670 -0.448 -0.619
O -2.114 -1.763 -0.677
H 1.764 -1.724 -0.372
H 2.048 -0.198 -1.258
H 2.184 -0.250 0.523
H 1.585 2.201 0.231
H 0.598 1.233 1.512
H -1.395 0.002 -1.562
H 0.572 -0.450 -0.305
H -2.188 -2.079 0.232
```

Output
**Energy relative to the best compared isomer or geometry (same formula, charge and spin)**: 4.029 eV
**E_LUMO**: 0.5 eV
**SMILES string**: O=C=CO.C=O.C
**M**: 104.1 g mol⁻¹
**Charge**: 0
**E_tot**: -382.8167 a.u.

---

Entry 5:
# C6H17N3

2 unconnected molecules or ions with the total composition C6H17N3 at a distorted geometry (ωB97M-V/def2-TZVPD, the Open Molecules 2025 dataset).

```
26
Properties=species:S:1:pos:R:3
C 2.958 0.235 -0.882
C 1.204 -0.904 0.443
C 4.008 1.012 -0.196
C 1.262 -2.416 0.792
C -4.023 0.288 -1.543
C -0.048 1.186 1.130
N 2.053 -0.401 -0.323
N -2.817 0.390 -0.562
N 0.064 -0.260 0.725
H 2.906 0.287 -2.010
H -0.625 -0.798 1.253
H 4.186 0.911 0.924
H 4.079 2.104 -0.251
H 5.050 0.691 -0.524
H 0.933 -2.464 1.919
H 2.295 -2.778 0.557
H 0.552 -2.964 0.253
H -4.766 0.930 -1.234
H -3.788 0.578 -2.635
H -4.329 -0.713 -1.505
H 0.092 1.209 2.240
H 0.701 1.904 0.652
H -1.005 1.690 0.914
H -2.408 1.327 -0.700
H -3.267 0.279 0.303
H -2.285 -0.362 -0.833
```

Output
**Energy relative to the best compared isomer or geometry (same formula, charge and spin)**: 0.012 eV
**E_LUMO**: -6.8 eV
**M**: 131.2 g mol⁻¹
**Charge**: +2
**E_tot**: -402.4079 a.u.

---

Entry 6:
# C32H28HoN5O7S

A molecular structure, C32H28HoN5O7S at a distorted geometry (ωB97M-V/def2-TZVPD, the Open Molecules 2025 dataset).

```
74
Properties=species:S:1:pos:R:3
Ho -1.913 -1.733 -1.627
C -0.687 4.654 0.749
C 0.630 4.270 1.212
C 1.552 3.622 0.440
C 2.670 3.092 1.039
C 3.560 2.119 0.288
C 2.934 3.432 2.344
C 2.079 4.190 3.123
C 2.348 4.419 4.542
C 0.903 4.599 2.576
H -0.731 4.448 -0.330
H -0.745 5.754 0.820
H -1.519 4.128 1.272
H 1.370 3.435 -0.619
H 3.692 2.500 -0.696
H 3.018 1.130 0.306
H 4.496 1.992 0.863
H 3.914 3.103 2.790
H 2.581 3.475 5.133
H 1.439 4.813 4.990
H 3.103 5.137 4.809
H 0.195 5.221 3.177
O -5.938 1.201 0.960
C -5.418 0.589 2.028
C -5.957 0.756 3.252
C -5.384 0.176 4.389
C -4.100 -0.259 4.339
C -3.439 -0.280 3.060
C -4.119 -0.009 1.926
C -3.505 -0.253 0.634
O -2.608 -1.128 0.489
N -4.085 0.220 -0.480
N -3.445 0.070 -1.671
C -3.841 0.639 -2.783
C -2.893 0.905 -3.861
C -2.495 2.239 -4.068
C -1.363 2.547 -4.822
C -0.558 1.520 -5.261
C -0.978 0.164 -5.109
C -1.980 -0.174 -4.211
O -2.137 -1.358 -3.703
H -5.291 0.908 0.054
H -6.881 1.312 3.401
H -5.946 0.009 5.348
H -3.442 -0.625 5.137
H -2.380 -0.397 2.961
H -4.763 1.146 -2.844
H -3.242 2.963 -3.699
H -1.149 3.641 -4.980
H 0.286 1.861 -5.807
H -0.492 -0.607 -5.670
O -2.616 -3.704 -1.386
O 7.142 -6.188 -1.352
S 6.808 -5.810 -0.004
O 7.097 -4.513 0.627
O 6.702 -6.784 1.063
C 4.978 -5.524 -0.664
N 4.362 -6.690 -1.099
C 3.204 -6.605 -1.648
C 2.510 -5.398 -1.709
C 3.048 -4.322 -0.968
N 4.353 -4.367 -0.596
C 2.222 -3.122 -0.712
C 2.478 -2.109 0.278
C 1.490 -1.123 0.473
N 0.366 -0.960 -0.369
C 0.422 -1.819 -1.384
C 1.145 -2.969 -1.577
H 2.699 -7.535 -2.011
H 1.643 -5.306 -2.360
H 3.285 -2.401 0.990
H 1.716 -0.253 1.160
H -3.202 -4.316 -0.759
H 0.801 -3.758 -2.201
```

Output
**Energy relative to the best compared isomer or geometry (same formula, charge and spin)**: 1.510 eV
**Multiplicity**: 5
**E_LUMO (alpha / beta)**: 3.7 / 3.7 eV
**M**: 791.6 g mol⁻¹
**Expectation value of S²**: 6.004
**Charge**: -2
**E_tot**: -3382.9407 a.u.

---

Entry 7:
# C37H35CaNO7Te

A molecular structure, C37H35CaNO7Te (ωB97M-V/def2-TZVPD, the Open Molecules 2025 dataset).

```
82
Properties=species:S:1:pos:R:3
Ca 0.789 -0.050 0.761
O 3.590 -1.528 -2.530
C 2.591 -1.195 -1.717
O 2.735 -1.064 -0.519
C 1.279 -1.009 -2.400
C 1.011 -1.369 -3.705
C -0.301 -1.215 -4.146
C -1.265 -0.731 -3.282
C -0.895 -0.381 -1.982
N 0.360 -0.505 -1.586
C -1.842 0.160 -0.899
O -3.108 -0.458 -1.193
O -1.403 -0.184 0.337
H 4.391 -1.615 -1.991
H 1.788 -1.770 -4.339
H -0.565 -1.490 -5.159
H -2.299 -0.631 -3.581
H -3.590 -0.411 -0.359
O 0.678 1.512 2.567
C 1.172 2.867 2.373
C 1.815 2.944 0.944
O 2.304 4.016 0.630
O 1.743 1.880 0.249
C -0.029 3.797 2.487
C -0.599 3.987 3.745
C -1.753 4.740 3.896
C -2.344 5.326 2.785
C -1.776 5.151 1.533
C -0.626 4.388 1.380
C 2.231 3.177 3.418
C 2.702 4.483 3.546
C 3.679 4.785 4.478
C 4.201 3.792 5.298
C 3.738 2.493 5.175
C 2.757 2.187 4.237
H -0.094 1.558 3.143
H -0.118 3.560 4.620
H -2.180 4.881 4.880
H -3.239 5.924 2.898
H -2.225 5.615 0.664
H -0.182 4.274 0.401
H 2.307 5.251 2.896
H 4.038 5.803 4.565
H 4.964 4.031 6.028
H 4.137 1.710 5.808
H 2.401 1.170 4.146
C -1.988 3.838 -2.278
C -2.323 2.348 -2.333
C -3.798 2.160 -2.681
C -1.924 1.698 -1.007
H -2.247 4.335 -3.215
H -0.925 4.002 -2.088
H -2.553 4.322 -1.476
H -1.719 1.908 -3.136
H -4.425 2.591 -1.895
H -4.067 1.110 -2.776
H -4.039 2.671 -3.615
H -0.930 2.064 -0.725
H -2.607 2.020 -0.212
Te -1.114 -2.177 2.368
C -0.187 -3.500 3.741
C -0.535 -4.848 3.770
C 0.083 -5.711 4.662
C 1.043 -5.231 5.545
C 1.386 -3.888 5.529
C 0.776 -3.025 4.625
C -0.293 -3.166 0.683
C -1.043 -3.254 -0.487
C -0.512 -3.891 -1.598
C 0.764 -4.438 -1.553
C 1.511 -4.347 -0.388
C 0.985 -3.711 0.730
H -1.288 -5.227 3.090
H -0.190 -6.758 4.674
H 1.522 -5.904 6.244
H 2.133 -3.509 6.214
H 1.057 -1.979 4.610
H -2.027 -2.805 -0.537
H -1.101 -3.958 -2.505
H 1.172 -4.936 -2.424
H 2.507 -4.771 -0.343
H 1.572 -3.656 1.640
```

Output
**Energy relative to the best compared isomer or geometry (same formula, charge and spin)**: 0.075 eV
**E_LUMO**: -0.4 eV
**M**: 773.4 g mol⁻¹
**Charge**: 0
**E_tot**: -2958.1996 a.u.

---

Entry 8:
# C27H57O21P3

A molecular structure, C27H57O21P3 at a distorted geometry (ωB97M-V/def2-TZVPD, the Open Molecules 2025 dataset).

```
108
Properties=species:S:1:pos:R:3
C -9.209 0.436 16.629
C -8.348 -0.850 16.638
O -7.315 -0.626 15.596
C -7.729 0.368 14.811
O -7.184 0.709 13.770
O -8.504 1.125 15.559
H -8.994 1.089 17.475
H -10.264 0.273 16.408
H -9.039 -1.628 16.312
H -7.813 -1.215 17.514
C -9.824 0.886 9.564
C -10.818 1.545 8.536
O -11.358 2.390 9.519
C -10.449 2.799 10.396
O -10.465 3.775 11.144
O -9.465 1.902 10.414
H -9.072 0.494 8.879
H -10.402 0.065 9.988
H -11.507 0.912 7.978
H -10.402 2.301 7.870
C -7.675 2.453 11.881
C -8.154 3.717 12.591
O -7.462 4.691 11.827
C -6.460 4.191 11.172
O -5.698 4.812 10.481
O -6.457 2.883 11.279
H -8.403 2.099 11.151
H -7.518 1.658 12.611
H -7.782 3.635 13.613
H -9.220 3.941 12.607
C -15.316 -0.107 14.044
C -14.211 0.751 14.745
O -13.023 0.506 14.095
P -11.580 0.946 14.639
O -11.309 0.573 16.048
O -10.580 0.348 13.568
C -10.380 0.715 12.225
C -8.994 1.202 12.081
O -11.569 2.554 14.390
C -11.207 3.504 15.374
C -10.720 4.932 14.880
H -15.399 -1.136 14.395
H -16.242 0.345 14.400
H -15.316 -0.033 12.956
H -14.395 1.820 14.847
H -14.293 0.467 15.794
H -10.630 -0.197 11.684
H -11.116 1.401 11.806
H -8.997 2.292 12.108
H -8.345 1.044 12.943
H -8.468 0.807 11.212
H -12.169 3.684 15.854
H -10.562 2.997 16.092
H -11.543 5.447 14.386
H -10.478 5.561 15.737
H -9.829 4.875 14.255
C -13.240 -1.194 16.939
C -11.734 -1.251 16.232
O -11.380 -2.571 16.019
P -9.993 -3.097 15.348
O -8.716 -2.794 16.066
O -9.987 -2.419 13.852
C -8.753 -2.070 13.282
C -9.262 -1.423 11.992
O -10.419 -4.628 15.223
C -9.599 -5.770 14.859
C -10.522 -6.896 14.426
H -13.901 -1.339 16.085
H -13.277 -2.009 17.662
H -13.444 -0.167 17.242
H -11.830 -0.564 15.392
H -10.873 -0.923 16.814
H -8.210 -1.292 13.819
H -8.217 -3.003 13.112
H -8.522 -1.350 11.195
H -10.145 -1.881 11.544
H -9.634 -0.413 12.163
H -9.018 -5.313 14.058
H -9.111 -5.909 15.824
H -11.249 -6.626 13.660
H -9.858 -7.636 13.979
H -11.082 -7.329 15.255
C -12.304 3.450 11.652
C -13.260 2.821 10.750
O -13.191 1.399 10.907
P -14.419 0.570 10.197
O -14.674 0.964 8.836
O -13.906 -0.993 10.427
C -13.019 -1.354 11.477
C -12.448 -2.774 11.304
O -15.643 0.630 11.328
C -17.041 0.320 10.820
C -17.709 -0.240 12.147
H -12.705 3.178 12.629
H -11.292 3.063 11.540
H -12.322 4.533 11.526
H -14.271 3.167 10.964
H -12.959 3.069 9.732
H -12.070 -0.823 11.558
H -13.646 -1.542 12.348
H -13.157 -3.562 11.049
H -11.795 -2.867 10.436
H -12.097 -3.207 12.241
H -17.530 1.275 10.625
H -17.051 -0.506 10.109
H -18.780 -0.255 11.946
H -17.316 -1.251 12.261
H -17.475 0.390 13.005
```

Output
**Energy relative to the best compared isomer or geometry (same formula, charge and spin)**: 38.011 eV
**E_LUMO**: 0.3 eV
**M**: 810.7 g mol⁻¹
**Charge**: 0
**E_tot**: -3666.0177 a.u.